(1)
Formula: H36O22P
Source: the OMol25 dataset
Level of theory: the ωB97M-V functional and the def2-TZVPD basis

Positions of all 59 atoms, in Å:
P (-0.19, -0.09, -0.13)
O (-0.87, -1.38, -0.18)
O (0.52, 0.27, -1.48)
O (0.88, -0.31, 0.82)
O (-0.90, 1.09, 0.35)
O (-1.44, 3.45, -0.28)
H (-1.50, 3.78, 0.57)
H (-1.20, 2.48, -0.06)
O (0.77, -3.39, 0.57)
H (1.40, -3.17, 1.26)
H (0.44, -2.54, 0.31)
O (2.42, 1.20, -2.91)
H (2.75, 0.38, -3.36)
H (1.73, 0.77, -2.26)
O (3.24, 1.02, -0.26)
H (2.62, 0.41, 0.21)
H (2.86, 1.11, -1.13)
O (-3.59, -0.49, -0.23)
H (-2.84, -1.09, -0.33)
H (-3.18, 0.29, 0.10)
O (0.03, -0.87, -3.53)
H (0.13, -0.39, -2.63)
H (0.71, -1.51, -3.39)
O (0.19, -1.71, 2.91)
H (0.51, -1.10, 2.14)
H (-0.50, -2.24, 2.57)
O (-2.26, -2.24, 1.69)
H (-2.75, -1.56, 2.13)
H (-1.61, -1.92, 1.08)
O (1.29, 2.84, 0.07)
H (0.47, 2.41, 0.26)
H (1.82, 2.06, -0.15)
O (1.85, 1.28, 2.50)
H (1.73, 2.12, 2.07)
H (1.45, 0.63, 1.86)
O (-1.98, -2.77, -1.75)
H (-1.87, -2.24, -2.54)
H (-1.53, -2.29, -1.05)
O (-0.77, 1.30, 2.85)
H (-0.97, 1.21, 1.91)
H (0.18, 1.32, 2.86)
O (0.41, -3.92, -2.25)
H (-0.38, -3.42, -2.15)
H (0.54, -4.37, -1.43)
O (-0.44, 2.35, -2.45)
H (-0.73, 2.72, -1.62)
H (0.09, 1.57, -2.06)
O (-1.38, 3.90, 2.29)
H (-1.14, 2.97, 2.44)
H (-2.01, 4.23, 2.92)
O (-3.26, 1.93, 1.24)
H (-2.37, 1.56, 1.12)
H (-3.20, 2.75, 0.69)
O (2.22, -1.95, -1.87)
H (1.65, -1.31, -1.45)
H (1.58, -2.70, -1.90)
O (2.86, -1.59, 1.35)
H (2.12, -0.98, 1.09)
H (3.39, -1.84, 0.59)

E_LUMO, eV: 6.9
Kohn-Sham gap, Ha: 0.28736
Molecular weight, g/mol: 419.24
Energy relative to the best compared isomer or geometry (same formula, charge and spin), kcal per mole: 99.18
F_max, eV Å⁻¹: 5.8
Charge: -3
Multiplicity: 1
Total energy, eV: -54922.2026

Which charges does Löwdin predict for the atoms? In e, they are: P 0.079; O -0.275; O -0.344; O -0.318; O -0.289; O -0.107; H -0.054; H -0.005; O -0.055; H 0.012; H -0.022; O -0.121; H 0.050; H 0.001; O -0.069; H 0.015; H -0.016; O -0.063; H -0.016; H -0.032; O -0.108; H -0.049; H -0.033; O -0.103; H 0.009; H -0.037; O -0.063; H 0.042; H -0.058; O -0.043; H -0.030; H -0.014; O -0.070; H 0.013; H -0.018; O -0.073; H 0.036; H -0.072; O -0.060; H -0.039; H -0.019; O -0.053; H -0.027; H 0.022; O -0.117; H -0.058; H -0.029; O -0.059; H 0.005; H 0.031; O -0.094; H -0.019; H 0.051; O -0.079; H -0.017; H -0.010; O -0.097; H -0.059; H 0.029

=====

(2)
Formula: C15H14Cl3N6O4RuS
Source: the OMol25 dataset
Level of theory: the ωB97M-V functional and the def2-TZVPD basis

Positions of all 44 atoms, in Å:
Ru (-0.10, 0.19, -0.48)
C (-2.17, 3.08, 1.93)
C (-1.30, 2.36, 0.96)
N (-1.47, 1.11, 0.69)
N (-2.56, 0.45, 1.21)
C (-3.05, -0.28, 0.26)
N (-4.19, -0.95, 0.44)
S (-2.27, -0.31, -1.31)
C (-0.29, 3.01, 0.13)
C (0.07, 4.34, 0.19)
C (0.96, 4.84, -0.74)
C (1.47, 4.00, -1.72)
C (1.08, 2.67, -1.72)
N (0.22, 2.19, -0.82)
H (-2.43, 2.42, 2.75)
H (-3.11, 3.38, 1.44)
H (-1.69, 3.97, 2.31)
H (-4.69, -0.86, 1.31)
H (-4.53, -1.59, -0.26)
H (-0.35, 4.98, 0.96)
H (1.25, 5.88, -0.71)
H (2.15, 4.36, -2.47)
H (1.46, 1.96, -2.44)
Cl (3.03, -0.44, 3.18)
C (3.32, 0.17, 1.56)
Cl (4.55, -0.76, 0.74)
Cl (3.78, 1.89, 1.61)
C (2.02, 0.15, 0.75)
O (0.91, 0.34, 1.32)
O (2.02, 0.03, -0.50)
C (0.48, -5.39, 0.43)
N (0.40, -4.18, -0.38)
C (0.68, -4.19, -1.70)
C (0.64, -3.07, -2.47)
C (0.29, -1.88, -1.79)
O (0.22, -0.68, -2.29)
N (-0.01, -1.89, -0.49)
C (0.05, -3.00, 0.31)
O (-0.14, -3.01, 1.50)
H (0.71, -6.24, -0.21)
H (-0.47, -5.56, 0.94)
H (1.25, -5.28, 1.19)
H (0.94, -5.15, -2.12)
H (0.88, -3.07, -3.52)

E_LUMO, eV: -4.0
Kohn-Sham gap, Ha: 0.28180
Molecular weight, g/mol: 581.81
Energy relative to the best compared isomer or geometry (same formula, charge and spin), kcal per mole: 0.00
F_max, eV Å⁻¹: 0.4
Charge: +1
Multiplicity: 1
Total energy, eV: -83893.0002

Which charges does Löwdin predict for the atoms? In e, they are: Ru 1.368; C 0.014; C -0.223; N -0.177; N 0.043; C -0.778; N 0.122; S 0.816; C -0.188; C 0.027; C -0.014; C -0.011; C -0.065; N -0.014; H 0.093; H 0.112; H 0.082; H 0.120; H 0.101; H 0.120; H 0.125; H 0.123; H 0.131; Cl 0.684; C -1.528; Cl 0.672; Cl 0.646; C -0.768; O -0.076; O -0.066; C 0.008; N -0.031; C -0.016; C 0.036; C -0.507; O -0.194; N 0.026; C -0.479; O 0.099; H 0.094; H 0.103; H 0.104; H 0.141; H 0.125

=====

(3)
Formula: C13H10O2
Source: the OMol25 dataset
Level of theory: the ωB97M-V functional and the def2-TZVPD basis

Positions of all 25 atoms, in Å:
C (3.00, -0.50, 0.22)
C (3.09, 0.28, -1.08)
C (1.75, 1.13, -1.59)
C (0.65, 1.00, -0.35)
C (0.88, 2.08, 0.90)
C (-0.12, 2.07, 2.23)
C (-1.31, 0.91, 2.21)
C (-1.52, -0.18, 0.97)
C (-0.52, -0.15, -0.37)
C (-0.78, -1.23, -1.58)
O (0.10, -1.62, -2.50)
C (-2.29, -1.95, -1.61)
C (-3.19, -2.03, -0.39)
C (-2.70, -1.35, 1.02)
O (-3.15, -1.67, 2.25)
H (3.02, 0.09, 1.25)
H (2.85, -1.67, 0.28)
H (4.10, 0.23, -1.66)
H (1.36, 0.71, -2.61)
H (2.00, 2.30, -1.68)
H (1.76, 2.86, 0.89)
H (0.07, 2.82, 3.11)
H (-2.06, 0.85, 3.13)
H (-2.73, -2.44, -2.60)
H (-4.25, -2.55, -0.42)

E_LUMO, eV: -1.9
Kohn-Sham gap, Ha: 0.20855
Molecular weight, g/mol: 198.22
Structure (SMILES): C=CCc1cccc2c1C(=O)C=CC2=O
Energy relative to the best compared isomer or geometry (same formula, charge and spin), kcal per mole: 364.73
F_max, eV Å⁻¹: 8.1
Multiplicity: 1
Total energy, eV: -17720.8081

Which charges does Löwdin predict for the atoms? In e, they are: C -0.057; C -0.129; C -0.172; C -0.099; C -0.013; C -0.029; C 0.005; C -0.014; C 0.009; C -0.211; O -0.043; C 0.020; C 0.008; C -0.224; O -0.054; H 0.071; H 0.074; H 0.094; H 0.115; H 0.107; H 0.099; H 0.088; H 0.100; H 0.127; H 0.128

=====

(4)
Formula: C4H8N2
Source: the OMol25 dataset
Level of theory: the ωB97M-V functional and the def2-TZVPD basis

Positions of all 14 atoms, in Å:
C (0.00, 0.85, 2.38)
C (0.41, 0.48, 0.89)
N (-0.55, 0.29, 0.18)
N (-0.67, 0.41, -1.30)
C (-0.89, -0.98, -1.73)
C (0.54, -0.40, -1.94)
H (0.62, 1.92, 2.50)
H (-1.10, 0.58, 2.67)
H (0.78, 0.09, 2.89)
H (1.59, 0.68, 0.78)
H (-1.75, -1.06, -2.49)
H (-1.24, -1.84, -0.97)
H (1.15, 0.00, -2.65)
H (1.11, -1.02, -1.21)

E_LUMO, eV: 1.1
Kohn-Sham gap, Ha: 0.36982
Molecular weight, g/mol: 84.12
Structure (SMILES): C/C=N/N1CC1
Energy relative to the best compared isomer or geometry (same formula, charge and spin), kcal per mole: 130.61
F_max, eV Å⁻¹: 6.0
Multiplicity: 1
Total energy, eV: -7252.2114

Which charges does Löwdin predict for the atoms? In e, they are: C -0.117; C -0.318; N -0.032; N -0.050; C -0.202; C -0.079; H 0.119; H 0.091; H 0.078; H 0.150; H 0.096; H 0.135; H 0.046; H 0.082